[1]
Below is a cluster of 2 separate species, C19H39O6 in total in a non-equilibrium geometry, with properties calculated with ωB97M-V/def2-TZVPD.

Properties
HOMO-LUMO gap   4.462 eV
Lowest unoccupied orbital energy   2.17 eV
Maximum force   9.011 eV/A
Net charge   -1

CARTESIAN COORDINATES (ANGSTROEM)
O (0.30400, -2.00024, 1.31348)
O (-4.09357, 2.39342, 2.42572)
O (-2.01752, 2.58611, -0.78644)
O (4.95962, 1.61668, -1.91150)
O (6.58939, 0.89342, 1.93784)
O (-0.11179, 3.60113, 0.47450)
C (-0.74330, -3.03828, 1.33963)
C (-0.56276, -3.19459, -1.40256)
C (-0.75476, -4.01991, 0.01215)
C (1.88088, 1.77610, -1.13990)
C (-4.13512, 0.74005, -1.94867)
C (6.25448, 1.25615, 3.16698)
C (-4.10211, 1.04292, -0.34465)
C (1.09505, -2.01734, 2.56035)
C (-3.24099, 1.49325, 3.22068)
C (-3.86810, -0.86030, -2.34081)
C (-0.62050, 2.58220, -0.27206)
C (-3.36649, 2.98338, 1.28748)
C (0.43993, 1.31256, -0.50736)
C (5.73024, 0.97844, -0.83302)
C (-2.04268, -2.85626, -2.08989)
C (-2.27682, -1.21501, -2.15126)
C (2.74464, 0.36680, -1.38964)
C (-2.79128, 1.83997, 0.21340)
C (3.95924, 0.67504, -2.49064)
H (0.48658, -2.36993, 3.51104)
H (5.44516, 1.48566, 0.20930)
H (0.03043, -3.90907, -2.15251)
H (1.45075, -0.90629, 2.77734)
H (4.44045, -0.34066, -2.82458)
H (-5.25518, 0.94747, -2.30740)
H (1.70800, 2.31004, -2.17642)
H (3.40940, 1.22721, -3.39343)
H (-4.21621, -0.96994, -3.45873)
H (-3.54026, 0.35015, 3.05142)
H (-0.12424, 0.53145, -1.20196)
H (-2.09687, 1.56409, 2.95862)
H (-1.95245, -0.75309, -1.10948)
H (1.99307, -0.45199, -1.79543)
H (5.49172, -0.18288, -0.82694)
H (6.89535, 1.15901, -1.01533)
H (-1.63629, -0.75847, -3.04535)
H (-0.68880, -3.74328, 2.29129)
H (2.48705, 2.45933, -0.37936)
H (7.07085, 1.37132, 3.90016)
H (5.73601, 2.22282, 3.28525)
H (-1.79540, -2.47509, 1.36897)
H (-4.16183, 3.62782, 0.67445)
H (-2.52211, 3.75762, 1.60975)
H (0.62502, 0.84187, 0.57400)
H (0.17509, -4.76078, 0.09668)
H (-1.76524, -4.63019, 0.03294)
H (-5.08121, 1.63347, -0.00826)
H (-4.51397, -1.52215, -1.59106)
H (3.14664, -0.01323, -0.35814)
H (-4.15638, 0.00006, 0.23277)
H (2.05875, -2.65887, 2.38934)
H (-3.45875, 1.42244, -2.61404)
H (-2.06308, 1.06533, 0.72222)
H (0.01665, -2.17325, -1.28105)
H (-2.92938, -3.27683, -1.42868)
H (5.57335, 0.58975, 3.72292)
H (-3.37817, 1.71620, 4.38353)
H (-2.13417, -3.32276, -3.16763)

Atomic forces in eV per Å
-0.7 -1.9 1.9
2.2 -0.4 -0.5
2.6 -0.9 1.8
-1.3 -2.3 -1.0
0.1 -0.2 -0.8
-4.1 -6.2 -5.1
-1.4 -0.5 -0.5
-0.9 -0.6 -0.7
1.3 0.5 0.2
0.1 -0.9 0.2
-1.4 -0.7 -0.7
-0.1 0.2 0.6
-0.1 -0.4 0.0
0.9 0.9 0.4
0.4 -1.0 0.8
0.5 1.2 0.5
3.5 4.4 3.8
0.1 0.6 -0.9
-1.2 0.2 0.1
0.5 0.0 1.1
0.0 0.9 0.3
-0.6 -0.7 -0.1
-0.3 0.7 -0.2
-0.9 0.0 1.6
-1.0 0.5 0.9
1.1 0.6 -2.1
0.9 -1.5 -2.1
-1.2 1.7 1.7
-0.8 -2.3 -0.6
-0.7 1.9 0.5
2.4 -0.3 0.8
0.4 -0.9 2.2
1.5 -1.2 1.8
0.7 -0.1 2.3
0.5 2.4 0.2
1.4 1.6 1.5
-2.2 0.2 0.5
-0.5 -0.9 -2.2
1.6 1.6 0.6
0.7 2.4 0.2
-2.6 -0.4 0.4
-1.3 -0.8 2.1
0.1 1.6 -1.9
-1.5 -1.4 -1.8
0.8 0.0 0.3
-0.4 0.8 -0.2
2.1 -1.1 0.0
1.6 -1.5 1.4
-1.5 -2.0 -0.5
-0.5 1.0 -2.4
-2.1 1.5 0.0
2.1 1.2 -0.1
2.2 -1.2 -0.8
1.3 1.3 -1.8
-0.6 0.7 -2.0
0.2 2.2 -1.2
-1.9 1.0 0.5
-1.1 -1.2 1.6
-1.5 1.5 -0.8
-1.0 -2.3 0.0
1.9 0.7 -1.3
-0.5 -0.7 0.2
0.2 -0.3 -2.6
0.2 1.0 2.2


[2]
Below is a cluster of 5 separate species, C19H40N2O6 in total in a non-equilibrium geometry, with properties calculated with ωB97M-V/def2-TZVPD.

Properties
HOMO-LUMO gap   9.615 eV
Lowest unoccupied orbital energy   0.81 eV
Maximum force   8.425 eV/A

CARTESIAN COORDINATES (ANGSTROEM)
O (-0.58766, 1.05053, -1.91910)
O (1.74099, -2.78878, -2.19489)
O (-1.74847, 0.86446, -4.01501)
O (2.83169, 4.04864, 1.10467)
O (0.48082, -0.29055, 1.36397)
O (3.33459, -0.27635, 5.64699)
N (-3.17734, 1.43065, -1.98332)
N (-4.99948, -2.48189, -3.60347)
C (-5.83139, 1.34725, -2.18089)
C (-5.97651, -2.24769, -2.46930)
C (4.87007, 4.50274, -0.05303)
C (-0.14933, -0.35210, -1.74880)
C (0.99556, -2.73905, -4.46279)
C (-5.19284, -1.23206, -1.40052)
C (3.62503, -2.63107, 5.37842)
C (3.83149, 4.75825, 1.00630)
C (3.79820, -1.32154, 6.10028)
C (4.06338, 5.91560, 1.94049)
C (0.81348, 2.02866, 1.82451)
C (1.34497, 0.18457, 3.53853)
C (1.66600, -3.37421, -3.27401)
C (-4.36881, 1.41780, -2.91337)
C (0.84678, 0.56377, 2.16961)
C (2.24126, -4.75322, -3.45660)
C (-6.01335, 0.14778, -1.08242)
C (4.56040, -1.34022, 7.39828)
C (-1.87676, 1.09543, -2.68602)
H (-5.71769, 0.52503, 0.00881)
H (0.70525, 0.63147, 4.30374)
H (4.99093, 5.76287, 2.49800)
H (5.57988, -1.69412, 7.22528)
H (4.05088, -1.98467, 8.11905)
H (-4.33966, 2.45579, -3.50127)
H (1.31319, -0.90474, 3.64741)
H (4.10995, 6.84812, 1.37240)
H (-6.64147, 1.21224, -3.04625)
H (3.07391, -3.33307, 6.00927)
H (0.02073, -0.51458, -0.58810)
H (4.95248, 5.37231, -0.70991)
H (-5.16480, -1.84609, -0.37691)
H (2.69343, -5.08528, -2.51600)
H (3.05545, -2.46541, 4.45777)
H (-0.93679, -1.12623, -2.19141)
H (5.83352, 4.28709, 0.41577)
H (-6.99971, -1.78529, -2.80238)
H (1.44784, -5.45351, -3.72967)
H (-7.17125, -0.12833, -1.02443)
H (-4.78154, -1.53417, -3.98182)
H (-6.16663, -3.31190, -1.96773)
H (4.60287, -3.04245, 5.11554)
H (4.60626, -0.32512, 7.80672)
H (-3.31856, 0.85924, -1.12194)
H (3.01439, -4.73406, -4.22887)
H (-4.33220, 0.58745, -3.75051)
H (4.57069, 3.63705, -0.65329)
H (0.86215, -0.57139, -2.31072)
H (0.62808, -1.74572, -4.18422)
H (1.82294, 2.44474, 1.87320)
H (0.14667, -3.34969, -4.78061)
H (-5.39938, -3.07681, -4.36603)
H (2.37807, 0.51859, 3.66354)
H (0.15005, 2.55762, 2.51334)
H (1.71325, -2.63015, -5.27979)
H (3.23326, 5.97961, 2.65201)
H (-6.05877, 2.37701, -1.66425)
H (-4.08230, -1.09356, -1.73976)
H (0.43192, 2.15275, 0.80550)

Atomic forces in eV per Å
-4.1 -0.7 -1.2
0.0 -0.9 -1.4
-1.6 1.7 8.1
1.5 1.2 -0.2
0.4 0.8 1.1
0.8 -1.4 0.8
2.3 -1.7 -1.9
-1.2 0.7 0.0
-0.1 0.1 -0.1
0.6 -0.2 0.6
-0.2 -0.4 -0.2
0.6 -1.7 0.3
-0.1 0.4 0.2
-1.0 -1.2 0.9
-0.3 0.2 -0.4
-1.3 -0.9 0.1
-0.6 1.4 -0.6
-0.4 -0.1 0.3
-0.1 -0.4 -0.4
-0.1 -0.4 -0.4
0.1 0.8 1.4
-1.1 0.9 -1.4
-0.6 -0.7 -0.8
0.2 -0.1 0.5
-0.2 -0.2 0.3
0.0 0.5 0.1
1.6 -1.2 -4.9
-0.5 -0.7 -2.4
0.2 0.1 0.0
0.0 0.2 -0.2
-0.1 -0.2 0.1
0.2 -0.1 -0.1
0.0 -2.3 1.2
0.0 0.3 0.0
0.2 0.0 0.1
1.9 0.3 1.8
0.2 -0.1 0.0
-0.5 0.3 -2.7
0.2 0.0 0.1
0.1 1.5 -2.1
-0.1 0.1 -0.2
0.1 0.0 0.2
1.6 1.7 1.0
0.0 0.2 -0.1
1.8 -0.8 0.7
0.1 0.0 -0.2
2.5 0.6 -0.1
-0.2 -1.2 0.0
0.3 2.4 -1.0
-0.1 -0.1 0.2
0.0 -0.2 -0.1
0.5 0.7 -0.9
-0.2 -0.1 -0.1
0.3 1.5 1.8
0.0 0.2 0.2
-2.1 0.8 1.1
0.1 -0.2 -0.1
-0.4 0.0 0.2
0.2 0.0 -0.2
0.3 0.9 1.0
-0.3 0.1 0.2
0.2 0.1 0.1
-0.1 -0.2 -0.1
0.2 0.0 -0.2
0.4 -2.0 -1.0
-2.2 -0.2 0.5
0.1 0.0 0.2


[3]
Below is a cluster of 5 separate species, C19H40N3O4 in total in a non-equilibrium geometry, with properties calculated with ωB97M-V/def2-TZVPD.

Properties
HOMO-LUMO gap   7.962 eV
Lowest unoccupied orbital energy   -4.18 eV
Maximum force   3.044 eV/A
Net charge   +1
Energy above the lowest of the compared OMol25 structures with the same formula, charge and spin   122.4 kJ/mol

CARTESIAN COORDINATES (ANGSTROEM)
O (4.43935, -1.84752, -3.32415)
O (-6.78422, 0.44081, -0.74935)
O (-0.37747, -3.30552, 0.25680)
O (3.56672, 2.18829, 2.83423)
N (-3.61662, 1.21346, 0.35207)
N (-1.83705, 0.60192, -0.81777)
N (-1.48676, 2.45363, 0.62421)
C (0.05893, -4.77444, -1.63326)
C (-3.45894, -0.25184, 0.55744)
C (-2.23856, 1.50428, 0.07099)
C (-0.45191, 1.99436, 1.58113)
C (2.30785, 1.87940, -0.96708)
C (3.43334, 3.04867, 3.96347)
C (-2.77308, -0.56330, -0.79899)
C (4.98504, -1.41741, -4.57209)
C (3.21162, -1.34754, 0.73266)
C (1.23312, 2.29813, -0.23726)
C (2.51183, -0.05832, 0.36983)
C (2.95234, 0.69773, -0.67386)
C (-8.74739, -0.23109, 0.51745)
C (5.81339, -0.15810, -4.40126)
C (0.40830, -3.47885, -0.92825)
C (-7.40262, 0.46770, 0.54247)
C (2.56681, 2.41269, 5.03505)
C (0.79338, 1.51680, 0.80745)
C (1.42200, 0.33918, 1.12489)
H (-2.59806, -0.27405, 1.23587)
H (2.47314, 3.06522, 5.90404)
H (-9.42163, 0.25533, -0.19071)
H (-7.37525, 0.89075, -1.36123)
H (2.68448, 2.02543, 2.48523)
H (-3.53646, -0.41789, -1.56701)
H (4.16653, -1.24646, -5.27869)
H (6.23947, 0.16357, -5.35223)
H (2.99415, 1.46186, 5.35472)
H (0.20706, -2.62461, -1.57635)
H (-9.21247, -0.21943, 1.50352)
H (0.24129, -5.63001, -0.97970)
H (0.73464, 3.22798, -0.47364)
H (-8.63323, -1.26653, 0.19514)
H (-0.82672, 1.14536, 2.15448)
H (6.62484, -0.32970, -3.69329)
H (3.88405, -1.13690, -2.99046)
H (-4.13033, 1.37995, -0.51859)
H (5.60011, -2.23152, -4.95054)
H (-4.34531, -0.80082, 0.84822)
H (-6.72566, -0.03171, 1.23531)
H (-0.19558, -4.05091, 0.83774)
H (5.20153, 0.65586, -4.00168)
H (-7.51542, 1.50818, 0.86055)
H (1.06522, -0.26222, 1.95413)
H (4.12212, -1.09738, 1.28368)
H (0.65105, -4.89809, -2.54038)
H (-0.99883, -4.79143, -1.89922)
H (-2.33528, -1.56024, -0.79195)
H (-0.86069, 0.29722, -0.73322)
H (-0.18575, 2.80051, 2.26223)
H (2.60479, -1.98139, 1.38091)
H (3.00342, 4.00213, 3.63701)
H (1.56447, 2.20296, 4.64799)
H (2.66925, 2.47053, -1.80146)
H (-1.55565, 3.42596, 0.37437)
H (3.81645, 0.40288, -1.25626)
H (1.46780, -3.46217, -0.65669)
H (4.43500, 3.23780, 4.34465)
H (3.47204, -1.92910, -0.15332)

Atomic forces in eV per Å
0.0 -0.2 0.0
0.4 0.0 0.1
-0.1 0.4 -0.1
0.2 0.0 0.0
0.0 1.5 0.6
1.5 -1.8 2.0
0.4 0.0 0.8
-0.1 0.0 0.0
1.3 0.7 -1.4
-1.8 -0.4 -1.8
1.3 -0.6 -1.2
0.6 0.5 -1.1
-0.3 -0.1 -0.1
-1.3 0.0 0.8
-0.1 0.3 0.1
0.1 0.1 0.1
-0.1 0.4 -0.1
0.3 -2.0 0.9
0.3 0.4 -0.5
0.0 -0.1 0.0
0.0 0.0 0.1
0.1 -0.4 0.2
-0.3 0.1 -0.2
0.1 0.0 0.0
-1.3 0.7 0.9
-0.2 0.0 0.0
-0.7 -0.9 0.8
0.0 0.0 0.0
0.0 0.1 0.1
0.0 0.0 0.0
0.1 0.0 -0.1
0.3 -0.3 -0.3
0.1 0.0 -0.1
0.0 0.0 0.0
0.0 0.0 0.0
0.0 0.1 0.1
0.0 0.0 0.0
0.1 0.0 0.0
0.0 0.0 -0.1
0.0 0.0 0.1
-0.2 0.3 0.2
0.0 0.0 -0.1
0.0 0.0 0.0
-0.5 0.0 0.3
-0.1 -0.1 0.1
0.0 0.1 0.0
0.1 0.0 -0.1
-0.1 0.0 0.0
0.0 0.0 -0.1
0.0 0.0 0.1
0.1 -0.1 0.0
0.1 -0.2 -0.1
0.0 0.0 0.0
0.0 0.0 0.0
0.6 0.3 -0.5
0.2 0.7 -0.8
-0.3 0.1 0.0
-0.1 0.1 0.0
0.1 0.1 0.1
0.0 0.1 0.0
-0.1 0.1 0.1
-0.6 0.0 0.4
0.0 -0.1 0.1
0.0 0.1 -0.1
0.0 0.0 -0.1
0.1 0.1 0.0